The following is a DFT calculation (the ωB97M-V functional and the def2-TZVPD basis) of a single C4H4N2O molecule.

As for the spin multiplicity: 1. Its energy above the lowest of the compared OMol25 structures with the same formula, charge and spin is 47.4 kcal/mol. The calculation puts the gap between HOMO and LUMO at 8.54 eV. As for the structure (SMILES): C=C1C=NNC1=O.

Last column: natural (NBO) charge in e.
Positions of all 11 atoms, in Å:
C1 -1.005 0.067 -1.485  -0.22
C2 -0.201 -0.077 -0.428  -0.23
C3 1.110 -0.625 -0.366  -0.02
N1 1.617 -0.533 0.849  -0.18
N2 0.553 -0.023 1.615  -0.49
C4 -0.533 0.539 0.861  0.63
O1 -1.417 1.249 1.286  -0.55
H1 -2.049 0.411 -1.326  0.23
H2 -0.643 -0.387 -2.344  0.20
H3 1.620 -1.191 -1.170  0.21
H4 0.948 0.570 2.509  0.40

The following is a DFT calculation (the ωB97M-V functional and the def2-TZVPD basis) of a single C4H4N2O molecule.

As for the spin multiplicity: 1. Its energy above the lowest of the compared OMol25 structures with the same formula, charge and spin is 126.4 kcal/mol. The calculation puts the gap between HOMO and LUMO at 9.67 eV. As for the structure (SMILES): C1=CN2O[C@H]2N=C1.

Last column: natural (NBO) charge in e.
Positions of all 11 atoms, in Å:
C1 -1.052 -0.199 0.750  -0.27
C2 -0.296 0.895 0.835  0.01
N1 0.876 1.150 0.071  -0.23
O1 2.001 0.257 0.065  -0.34
C3 1.150 0.298 -0.979  0.34
N2 0.158 -1.190 -1.113  -0.36
C4 -0.704 -1.260 -0.198  0.04
H1 -1.946 -0.389 1.210  0.22
H2 -0.509 1.840 1.440  0.22
H3 1.631 0.651 -1.837  0.18
H4 -1.309 -2.054 -0.243  0.18

The following is a DFT calculation (the ωB97M-V functional and the def2-TZVPD basis) of a single C4H4N2O molecule.

As for the spin multiplicity: 1. Its energy above the lowest of the compared OMol25 structures with the same formula, charge and spin is 36.0 kcal/mol. The calculation puts the gap between HOMO and LUMO at 10.10 eV. As for the structure (SMILES): O=Cc1cnc[nH]1.

Last column: natural (NBO) charge in e.
Positions of all 11 atoms, in Å:
O1 0.135 -1.540 -2.532  -0.52
C1 0.203 -1.511 -1.328  0.40
C2 0.276 -0.288 -0.383  -0.06
C3 0.068 -0.557 0.947  -0.01
N1 -0.267 0.495 1.732  -0.49
C4 -0.277 1.530 0.928  0.23
N2 0.007 1.261 -0.363  -0.55
H1 0.148 -2.510 -0.790  0.14
H2 0.137 -1.542 1.392  0.21
H3 -0.496 2.526 1.321  0.20
H4 0.066 2.136 -0.924  0.44

The following is a DFT calculation (the ωB97M-V functional and the def2-TZVPD basis) of a single C4H4N2O molecule.

As for the spin multiplicity: 1. Its energy above the lowest of the compared OMol25 structures with the same formula, charge and spin is 85.5 kcal/mol. The calculation puts the gap between HOMO and LUMO at 9.94 eV. As for the structure (SMILES): [H]/N=c1/cncco1.

Last column: natural (NBO) charge in e.
Positions of all 11 atoms, in Å:
H1 3.026 0.907 0.025  0.36
N1 2.433 0.078 0.036  -0.70
C1 1.155 0.218 0.016  0.49
C2 0.448 -1.135 0.035  0.08
N2 -0.801 -1.416 0.009  -0.40
C3 -1.892 -0.277 -0.042  -0.13
C4 -1.439 0.973 -0.034  0.13
O1 0.309 1.257 -0.014  -0.55
H2 1.256 -1.886 0.075  0.22
H3 -2.879 -0.787 -0.073  0.26
H4 -1.625 2.035 -0.030  0.24

> What is the gap between HOMO and LUMO in the fourth record?

9.94 eV

> Look up the spin multiplicity of the first one.

1